{
  "formula": "CH2IOP",
  "method": "ωB97M-V with the def2-TZVPD basis set",
  "homo_ev": -9.5,
  "multiplicity": 1,
  "total_charge": 0,
  "de_lowest_kj_mol": 22.7,
  "fmax_ha_per_bohr": 0.0391,
  "smiles": "O=CPI",
  "mol_weight_g_mol": 187.9,
  "elements": ["O", "C", "P", "I", "H", "H"],
  "xyz": [[-0.559, 0.926, 1.739], [-0.523, 0.310, 0.720], [1.138, 0.003, -0.155], [0.347, 0.198, -2.447], [-1.496, 0.104, 0.203], [1.093, -1.541, -0.060]],
  "atomic_forces_ev_per_a": [[0.39, 0.00, 0.65], [-0.73, 0.39, -0.78], [0.03, -1.91, 0.35], [-0.08, -0.08, 0.03], [0.52, -0.40, -0.11], [-0.13, 2.00, -0.14]]
}